{"formula": "C5H8O2", "method": "ωB97M-V with the def2-TZVPD basis set", "relative_energy_ev": 1.343, "smiles": "C/C(=C/O)CC=O", "fmax_ev_per_a": 1.616, "e_tot_ev": -9408.4896, "homo_lumo_gap_ha": 0.34561, "symbols": ["C", "C", "C", "C", "C", "O", "O", "H", "H", "H", "H", "H", "H", "H", "H"], "xyz": [[0.3808, 0.2591, -1.0906], [-0.9370, 1.1653, 0.8956], [-0.4045, -0.0384, 0.1767], [-0.7133, -1.2830, 0.5629], [1.7382, 0.3147, -0.4327], [-0.5241, -2.4407, -0.1109], [2.3354, 1.3273, -0.1630], [-0.1233, -2.2653, -0.9720], [-1.1762, -1.4834, 1.5193], [2.1916, -0.6854, -0.2737], [0.3261, -0.5310, -1.8406], [0.1002, 1.2298, -1.4973], [-0.1190, 1.8545, 1.1045], [-1.4028, 0.8852, 1.8365], [-1.6719, 1.6913, 0.2853]]}